{"formula": "C8H17O3PS", "method": "wB97M-V/def2-TZVPD", "homo_lumo_gap_ev": 9.2, "e_tot_ev": -34837.767, "smiles": "CCP(CC)[C@H]1CCCOS1(=O)=O", "fmax_ev_per_a": 1.11, "e_homo_ev": -8.45, "symbols": ["C", "C", "P", "C", "C", "C", "C", "C", "C", "O", "S", "O", "O", "H", "H", "H", "H", "H", "H", "H", "H", "H", "H", "H", "H", "H", "H", "H", "H", "H"], "coordinates": [[2.45, 1.70, 0.92], [2.26, 1.17, -0.51], [1.08, -0.20, -0.78], [1.64, -1.55, 0.34], [2.10, -2.75, -0.50], [-0.54, 0.52, -0.15], [-1.57, 0.51, -1.29], [-2.99, 0.90, -0.88], [-3.49, 0.30, 0.42], [-2.54, 0.45, 1.50], [-1.18, -0.34, 1.24], [-0.36, -0.13, 2.39], [-1.51, -1.67, 0.84], [1.87, 2.61, 1.08], [2.21, 0.96, 1.68], [3.50, 1.99, 1.07], [3.21, 0.84, -0.94], [1.91, 1.98, -1.16], [2.46, -1.23, 0.98], [0.84, -1.89, 1.00], [2.22, -3.64, 0.12], [3.04, -2.53, -1.01], [1.37, -2.97, -1.28], [-0.34, 1.54, 0.19], [-1.22, 1.25, -2.02], [-1.52, -0.46, -1.80], [-3.67, 0.55, -1.66], [-3.08, 1.99, -0.87], [-4.38, 0.84, 0.75], [-3.77, -0.74, 0.31]], "nbo_charge": [-0.63, -0.72, 0.81, -0.73, -0.60, -0.80, -0.41, -0.44, -0.09, -0.70, 2.41, -0.92, -0.96, 0.21, 0.22, 0.21, 0.24, 0.23, 0.22, 0.26, 0.21, 0.20, 0.21, 0.26, 0.22, 0.23, 0.23, 0.21, 0.20, 0.20]}


{"formula": "C8H17O3S", "method": "wB97M-V/def2-TZVPD", "homo_lumo_gap_ev": [7.6, 7.6], "e_tot_ev": -25546.378, "fmax_ev_per_a": 3.17, "e_homo_ev": [-4.35, -4.35], "charge": -1, "symbols": ["C", "C", "C", "C", "C", "C", "C", "C", "O", "O", "O", "S", "H", "H", "H", "H", "H", "H", "H", "H", "H", "H", "H", "H", "H", "H", "H", "H", "H"], "coordinates": [[-0.97, 0.77, -3.33], [-1.19, -0.73, 2.43], [0.60, -2.15, 1.42], [-0.97, 0.59, -1.80], [-0.02, 1.63, -1.17], [0.04, 1.46, 0.29], [-0.30, -1.02, 1.22], [0.58, 0.12, 0.70], [3.02, 1.36, 0.94], [1.51, 0.55, 2.74], [1.10, -1.48, -1.18], [2.31, 0.20, 1.50], [-0.31, 1.68, -3.38], [-1.95, 1.00, -3.71], [-0.49, -0.05, -3.80], [-1.93, 0.02, 2.18], [-1.74, -1.64, 2.70], [-0.55, -0.48, 3.31], [-0.06, -3.00, 1.62], [1.33, -1.94, 2.11], [1.05, -2.40, 0.52], [-0.59, -0.33, -1.48], [-2.02, 0.70, -1.31], [1.01, 1.34, -1.58], [-0.44, 2.60, -1.58], [-0.84, 1.73, 0.82], [0.77, 2.18, 0.57], [-0.95, -1.31, 0.29], [2.02, -1.41, -1.06]], "nbo_charge": [-0.62, -0.60, -0.64, -0.41, -0.38, -0.61, -0.40, 0.39, -1.01, -0.99, -1.09, 1.49, 0.19, 0.19, 0.22, 0.20, 0.20, 0.24, 0.18, 0.20, 0.28, 0.26, 0.15, 0.23, 0.19, 0.21, 0.26, 0.24, 0.42]}


{"formula": "C8H18AuClIO3P", "method": "wB97M-V/def2-TZVPD", "homo_lumo_gap_ev": [6.4, 3.7], "e_tot_ev": -48314.013, "s_squared": 2.02, "spin_multiplicity": 3, "fmax_ev_per_a": 5.61, "e_homo_ev": [-14.71, -15.42], "charge": 2, "symbols": ["C", "C", "H", "H", "H", "O", "I", "Au", "P", "C", "C", "H", "H", "H", "C", "H", "H", "H", "H", "H", "H", "C", "O", "Cl", "C", "C", "O", "H", "H", "H", "H", "H", "H"], "coordinates": [[-1.45, -3.16, 0.79], [-0.83, -2.15, 1.69], [-0.98, -4.15, 0.83], [-1.10, -2.76, -0.17], [-2.49, -3.31, 0.72], [0.37, -1.87, 1.40], [-1.76, -0.72, 2.64], [0.68, -0.56, -2.83], [-0.02, 1.33, -4.18], [1.63, 2.13, -4.22], [-0.51, 0.59, -5.79], [-2.07, 2.34, -3.22], [-0.94, 3.61, -3.69], [-0.64, 2.70, -2.26], [-1.00, 2.59, -3.29], [-1.59, 0.43, -5.84], [-0.19, 1.12, -6.68], [1.94, 2.49, -5.20], [2.34, 1.37, -3.89], [-0.05, -0.39, -5.81], [1.68, 2.96, -3.51], [2.27, -0.56, -1.79], [3.18, -0.54, -1.10], [-1.57, -0.73, -3.19], [0.38, 0.04, 5.74], [1.10, -0.82, 4.70], [0.71, -2.19, 4.58], [-0.64, 0.24, 5.33], [0.97, 0.99, 5.77], [0.35, -0.47, 6.70], [0.92, -0.30, 3.76], [2.19, -0.86, 4.89], [0.58, -2.39, 3.63]], "lowdin_spin": [0.02, 0.02, 0.00, 0.00, 0.01, 0.49, 0.46, 0.19, 0.31, 0.06, 0.03, 0.00, 0.01, 0.00, 0.03, 0.00, 0.01, 0.01, 0.01, 0.00, 0.00, 0.06, 0.04, 0.25, 0.00, 0.01, 0.00, 0.00, 0.00, 0.00, 0.00, 0.00, 0.00]}


{"formula": "C8H18Br4HgN", "method": "wB97M-V/def2-TZVPD", "homo_lumo_gap_ev": 5.5, "e_tot_ev": -294427.351, "fmax_ev_per_a": 1.98, "e_homo_ev": -4.31, "charge": -1, "symbols": ["Hg", "C", "C", "C", "N", "C", "C", "C", "C", "C", "H", "H", "H", "H", "H", "H", "H", "H", "H", "H", "H", "H", "H", "H", "H", "H", "H", "H", "Br", "Br", "Br", "Br"], "coordinates": [[-2.51, 1.77, 4.09], [-2.29, 1.03, 0.32], [-0.93, 0.38, 0.43], [-0.46, -0.08, -0.95], [0.76, -0.99, -0.91], [0.34, -2.36, -0.41], [1.26, -1.16, -2.36], [2.39, -0.12, -2.48], [2.41, 0.64, -1.15], [1.90, -0.38, -0.15], [-2.35, 1.78, -0.47], [-2.54, 1.41, 1.30], [-3.06, 0.28, 0.11], [-0.93, -0.45, 1.14], [-0.23, 1.11, 0.82], [-0.15, 0.81, -1.51], [-1.22, -0.56, -1.56], [-0.21, -2.24, 0.52], [1.25, -2.95, -0.30], [-0.30, -2.78, -1.18], [1.67, -2.17, -2.34], [0.39, -1.10, -3.01], [3.32, -0.64, -2.68], [2.15, 0.54, -3.31], [3.43, 0.95, -0.94], [1.79, 1.53, -1.12], [2.57, -1.21, 0.09], [1.53, 0.00, 0.80], [-4.64, 0.10, 3.58], [-0.14, 0.41, 3.86], [-3.05, 2.23, 6.73], [-2.15, 4.25, 3.03]], "nbo_charge": [1.27, -0.60, -0.45, -0.20, -0.20, -0.40, -0.20, -0.43, -0.43, -0.23, 0.20, 0.27, 0.21, 0.24, 0.24, 0.21, 0.21, 0.26, 0.21, 0.21, 0.21, 0.23, 0.22, 0.23, 0.24, 0.23, 0.21, 0.29, -0.80, -0.84, -0.80, -0.79]}


{"formula": "C8H18Br6N2O4", "method": "wB97M-V/def2-TZVPD", "homo_lumo_gap_ev": 10.4, "e_tot_ev": -440007.280, "smiles": "C[N+](=O)[O-].C[N+](=O)[O-].BrCCBr.BrCCBr.BrCCBr", "fmax_ev_per_a": 8.88, "e_homo_ev": -10.21, "symbols": ["C", "N", "O", "O", "H", "H", "H", "C", "N", "O", "O", "H", "H", "H", "Br", "C", "C", "Br", "H", "H", "H", "H", "Br", "C", "C", "Br", "H", "H", "H", "H", "Br", "C", "C", "Br", "H", "H", "H", "H"], "coordinates": [[18.10, 20.90, -13.58], [17.88, 21.41, -14.97], [17.00, 22.10, -15.12], [18.62, 21.13, -15.84], [18.94, 20.20, -13.57], [17.21, 20.40, -13.22], [18.37, 21.76, -12.97], [25.47, 22.94, -11.05], [26.19, 22.62, -9.77], [25.69, 21.76, -9.09], [27.20, 23.22, -9.53], [25.77, 23.92, -11.37], [24.41, 22.98, -10.80], [25.61, 22.09, -11.70], [24.13, 22.16, -16.18], [22.19, 22.19, -15.85], [21.85, 23.13, -14.71], [22.70, 22.55, -13.08], [21.94, 21.15, -15.65], [21.74, 22.45, -16.80], [20.79, 23.09, -14.51], [22.15, 24.14, -14.96], [20.70, 17.77, -14.34], [21.08, 18.16, -12.49], [22.32, 18.93, -12.36], [22.28, 19.75, -10.60], [21.23, 17.20, -12.01], [20.21, 18.62, -12.06], [22.39, 19.74, -13.07], [23.21, 18.33, -12.42], [20.56, 25.14, -17.24], [19.02, 24.95, -18.40], [18.02, 26.00, -18.07], [16.40, 25.69, -19.10], [18.61, 23.96, -18.18], [19.34, 24.92, -19.43], [18.34, 26.99, -18.34], [17.76, 25.93, -17.03]], "nbo_charge": [-0.50, 0.57, -0.35, -0.41, 0.23, 0.24, 0.23, -0.49, 0.54, -0.38, -0.38, 0.23, 0.23, 0.24, -0.03, -0.44, -0.45, -0.01, 0.23, 0.25, 0.23, 0.23, 0.00, -0.46, -0.45, -0.01, 0.23, 0.23, 0.23, 0.23, -0.03, -0.44, -0.44, 0.00, 0.23, 0.23, 0.23, 0.23]}


{"formula": "C8H18ClN5", "method": "wB97M-V/def2-TZVPD", "homo_lumo_gap_ev": [6.1, 5.7], "e_tot_ev": -28540.052, "s_squared": 2.01, "spin_multiplicity": 3, "fmax_ev_per_a": 6.27, "e_homo_ev": [-12.92, -16.98], "charge": 2, "symbols": ["C", "C", "C", "C", "C", "C", "C", "C", "N", "N", "N", "N", "N", "Cl", "H", "H", "H", "H", "H", "H", "H", "H", "H", "H", "H", "H", "H", "H", "H", "H", "H", "H"], "coordinates": [[-2.06, -1.88, 2.63], [0.19, -0.96, 2.78], [-1.01, -0.42, 0.95], [-2.20, 1.95, -1.87], [3.09, 1.15, -0.50], [2.82, -0.07, -2.62], [-2.33, 0.90, -0.77], [2.40, 0.17, -1.26], [-2.05, -0.99, 1.44], [-0.74, -1.79, 3.27], [0.15, -0.36, 1.66], [-1.08, 0.31, -0.13], [1.32, -0.40, -0.77], [1.69, -0.95, 3.66], [-2.95, -1.61, 3.21], [-1.35, 1.58, -2.56], [-3.13, 2.10, -2.43], [-1.74, 2.90, -1.63], [2.96, 1.04, 0.64], [4.12, 1.14, -0.87], [2.79, 2.05, -0.75], [3.57, 0.76, -3.04], [2.09, -0.37, -3.40], [3.44, -0.91, -2.57], [-2.92, 1.34, 0.07], [-2.84, 0.05, -1.18], [-2.26, -2.96, 2.35], [-2.95, -1.09, 0.98], [-0.81, -1.94, 4.28], [1.26, -0.45, 0.27], [-0.25, 0.74, -0.47], [0.78, -1.03, -1.34]], "lowdin_spin": [0.07, 0.43, 0.17, 0.00, 0.00, 0.00, 0.02, 0.00, 0.12, 0.48, 0.42, 0.13, 0.01, 0.07, 0.02, 0.00, 0.00, 0.00, 0.00, 0.00, 0.00, 0.00, 0.00, 0.00, 0.01, 0.00, 0.04, 0.00, 0.02, 0.00, 0.00, 0.00]}


{"formula": "C8H18F4O4S2Sn2", "method": "wB97M-V/def2-TZVPD", "homo_lumo_gap_ev": 3.5, "e_tot_ev": -60950.461, "fmax_ev_per_a": 9.37, "e_homo_ev": -14.46, "charge": 2, "symbols": ["Sn", "Sn", "F", "C", "O", "O", "C", "F", "F", "F", "C", "C", "H", "H", "H", "H", "H", "H", "C", "S", "O", "C", "H", "H", "H", "H", "H", "H", "C", "S", "O", "C", "H", "H", "H", "H", "H", "H"], "coordinates": [[-13.64, 20.35, 3.38], [-10.32, 21.75, 3.40], [-11.42, 19.68, 3.08], [-8.75, 22.37, 0.66], [-9.11, 21.14, 1.35], [-9.61, 23.29, 1.33], [-7.27, 22.64, 0.60], [-6.76, 22.30, -0.51], [-7.16, 23.99, 0.48], [-6.56, 22.18, 1.63], [-8.67, 19.94, 0.85], [-9.44, 18.82, 1.66], [-9.76, 19.29, 2.59], [-10.39, 18.69, 1.14], [-8.83, 17.93, 1.83], [-7.59, 19.84, 0.98], [-8.67, 19.73, -0.22], [-9.01, 22.21, -0.38], [-10.37, 14.73, 2.13], [-11.08, 15.88, 3.41], [-10.17, 15.78, 4.58], [-10.43, 17.46, 2.73], [-10.85, 14.89, 1.17], [-10.48, 13.69, 2.44], [-9.31, 14.93, 1.97], [-10.78, 17.63, 1.71], [-9.38, 17.71, 2.83], [-10.84, 18.28, 3.32], [-9.45, 19.25, 7.45], [-10.31, 19.44, 5.82], [-9.93, 20.84, 5.32], [-9.34, 18.37, 4.70], [-8.41, 19.28, 7.13], [-9.55, 18.25, 7.88], [-9.66, 20.05, 8.16], [-9.25, 17.34, 5.05], [-8.37, 18.84, 4.54], [-9.85, 18.32, 3.74]], "nbo_charge": [1.62, 1.52, -0.84, 0.27, -0.59, -0.67, 0.91, -0.28, -0.31, -0.31, -0.11, -0.57, 0.18, 0.21, 0.23, 0.19, 0.22, 0.20, -0.81, 1.26, -1.01, -0.82, 0.23, 0.27, 0.24, 0.22, 0.25, 0.25, -0.76, 1.18, -1.11, -0.84, 0.25, 0.28, 0.28, 0.33, 0.24, 0.21]}


{"formula": "C8H18I2NOP2SSc", "method": "wB97M-V/def2-TZVPD", "homo_lumo_gap_ev": 4.8, "e_tot_ev": -78419.446, "fmax_ev_per_a": 14.85, "e_homo_ev": -14.49, "charge": 2, "symbols": ["I", "I", "Sc", "P", "C", "C", "H", "H", "H", "H", "H", "H", "C", "H", "H", "H", "P", "C", "C", "H", "H", "H", "C", "H", "H", "H", "H", "H", "H", "C", "O", "S", "C", "N"], "coordinates": [[-4.16, -1.22, -2.99], [-2.01, -1.76, -4.18], [-0.01, 0.00, -0.01], [0.25, 2.02, -1.12], [1.72, 2.21, -2.20], [-1.15, 2.44, -2.22], [-1.02, 3.44, -2.65], [0.40, 4.40, -0.56], [-2.06, 2.41, -1.63], [-0.52, 3.45, 0.65], [1.70, 1.44, -2.97], [-1.21, 1.70, -3.02], [0.36, 3.46, 0.01], [1.74, 3.20, -2.66], [1.25, 3.37, 0.63], [2.63, 2.07, -1.60], [-0.53, -1.91, 1.20], [0.62, -3.34, 1.08], [-0.66, -1.63, 3.00], [-2.91, -1.86, 0.88], [-2.39, -3.48, 1.43], [-2.14, -2.97, -0.27], [-2.16, -2.64, 0.77], [-1.37, -0.82, 3.17], [-0.99, -2.53, 3.53], [0.27, -4.17, 1.69], [1.61, -3.03, 1.41], [0.32, -1.31, 3.39], [0.69, -3.65, 0.03], [1.51, -0.72, -0.71], [2.48, -1.18, -1.16], [1.42, 0.48, 1.30], [2.71, 0.92, 2.48], [3.61, 1.22, 3.31]], "nbo_charge": [0.04, 0.02, 1.00, 0.74, -0.90, -0.92, 0.28, 0.28, 0.25, 0.25, 0.26, 0.26, -0.89, 0.28, 0.25, 0.25, 0.74, -0.90, -0.89, 0.25, 0.28, 0.26, -0.91, 0.25, 0.28, 0.28, 0.25, 0.25, 0.26, 0.36, -0.28, 0.09, 0.04, -0.07]}